Record 1
{
  "formula": "C12H8FeN2O4",
  "method": "the ωB97M-V functional and the def2-TZVPD basis",
  "species": ["Fe", "O", "O", "O", "O", "N", "N", "C", "C", "C", "C", "C", "C", "C", "C", "C", "C", "C", "C", "H", "H", "H", "H", "H", "H", "H", "H"],
  "xyz": [[0.148, -0.117, -0.444], [2.828, 1.207, -0.751], [-2.245, -1.817, -1.114], [1.457, -2.780, 0.019], [-0.860, 2.011, -2.313], [-1.626, 1.840, 5.801], [-0.268, 0.403, 1.103], [0.541, -1.727, -4.203], [-1.892, 1.315, 2.359], [1.701, -1.086, -4.111], [1.857, 0.576, -0.863], [0.320, 0.570, 3.258], [-1.517, 0.909, 1.089], [-1.326, 1.521, 4.729], [-0.962, 1.130, 3.406], [-0.423, 1.108, -1.725], [-1.257, -1.213, -1.108], [1.000, -1.764, -0.320], [0.721, 0.179, 1.994], [-2.880, 1.758, 2.478], [1.694, -0.278, 1.691], [1.701, 0.006, -4.039], [-0.386, -1.156, -4.234], [0.344, -2.582, -3.555], [2.431, -1.417, -3.367], [-2.160, 0.988, 0.172], [1.059, 0.416, 4.046]],
  "lowdin_charge": [0.351, 0.267, 0.265, 0.259, 0.263, 0.307, -0.136, 0.245, 0.106, 0.243, -0.040, 0.098, -0.012, -0.100, -0.099, -0.066, -0.057, -0.074, -0.001, 0.167, 0.164, 0.129, 0.127, 0.129, 0.129, 0.168, 0.169],
  "s2": 8.80,
  "orbital_gap_ev": [4.10, 4.10],
  "energy_ev": -58086.638,
  "spin_multiplicity": 6,
  "charge": 3,
  "lumo_energy_ev": [-13.49, -16.46],
  "relative_energy_ev": 0.0000
}

***

Record 2
{
  "formula": "C28H25N5OS3Tc",
  "method": "the ωB97M-V functional and the def2-TZVPD basis",
  "species": ["Tc", "S", "S", "S", "O", "N", "N", "N", "N", "N", "C", "C", "C", "C", "C", "C", "C", "C", "C", "C", "C", "C", "C", "C", "C", "C", "C", "C", "C", "C", "C", "C", "C", "C", "C", "C", "C", "C", "H", "H", "H", "H", "H", "H", "H", "H", "H", "H", "H", "H", "H", "H", "H", "H", "H", "H", "H", "H", "H", "H", "H", "H", "H"],
  "xyz": [[-0.390, -0.111, -0.404], [-1.859, -1.462, -1.882], [-0.335, -3.797, -0.689], [-0.776, 2.062, 0.343], [-2.259, -4.003, -2.343], [1.333, -1.212, -1.109], [0.793, 0.911, 2.219], [-0.305, 2.801, 2.857], [-2.133, -6.744, 3.520], [0.990, 0.094, 1.136], [-0.418, 1.111, -2.109], [0.816, 1.661, -2.599], [3.188, 2.175, -2.380], [-2.057, -1.764, 1.498], [2.650, -2.464, -2.627], [-1.559, 2.089, -4.025], [3.289, -2.305, -0.322], [-2.111, -4.347, 2.558], [1.550, -1.677, -2.331], [2.203, -1.475, -0.117], [3.209, 2.716, -3.682], [1.955, -0.769, 1.157], [-0.041, 1.871, 1.921], [-3.301, -3.561, -3.213], [2.833, -1.002, 2.339], [2.031, 1.669, -1.861], [0.828, 2.298, -3.871], [-2.123, -5.678, 3.092], [-0.382, 2.485, -4.581], [-1.113, -2.169, 2.445], [-1.129, -3.447, 2.967], [3.511, -2.803, -1.600], [-1.497, -3.131, -1.663], [-2.031, -0.377, 0.965], [-3.087, -3.948, 1.646], [-1.570, 1.411, -2.788], [2.051, 2.787, -4.397], [-3.055, -2.669, 1.127], [-3.737, -4.471, -3.618], [2.797, -2.827, -3.633], [3.872, -0.778, 2.088], [4.090, 2.178, -1.782], [3.958, -2.547, 0.490], [-1.880, 0.303, 1.806], [2.521, -0.373, 3.165], [0.250, 2.827, 3.695], [2.039, 3.241, -5.381], [0.801, -1.424, -3.071], [-0.905, 3.574, 2.637], [-0.366, -1.459, 2.788], [-0.355, 2.982, -5.543], [-0.391, -3.757, 3.694], [-2.529, 1.091, -2.395], [-2.903, -2.943, -4.017], [-2.976, -0.125, 0.486], [2.784, -2.052, 2.637], [-3.808, -2.359, 0.414], [2.034, 1.305, -0.844], [4.359, -3.449, -1.786], [4.133, 3.103, -4.094], [-4.053, -2.994, -2.664], [-3.856, -4.646, 1.345], [-2.497, 2.274, -4.533]],
  "lowdin_charge": [1.037, 0.713, 0.684, 0.782, -0.234, -0.057, 0.015, 0.098, 0.149, -0.142, -0.384, -0.195, -0.081, -0.321, -0.025, -0.077, 0.008, -0.244, -0.139, -0.243, -0.088, -0.248, -0.787, -0.120, -0.012, -0.069, -0.169, -0.187, -0.046, -0.059, -0.033, -0.028, -1.227, -0.294, -0.027, -0.195, -0.041, -0.069, 0.092, 0.116, 0.094, 0.100, 0.115, 0.026, 0.069, 0.105, 0.110, 0.113, 0.089, 0.098, 0.109, 0.117, 0.071, 0.077, 0.053, 0.097, 0.111, 0.074, 0.117, 0.100, 0.074, 0.123, 0.104],
  "s2": 0.76,
  "orbital_gap_ev": [6.28, 6.07],
  "energy_ev": -73643.483,
  "spin_multiplicity": 2,
  "charge": 0,
  "lumo_energy_ev": [-1.47, -1.54],
  "relative_energy_ev": 0.3198
}

***

Record 3
{
  "formula": "C25H64O23Tl",
  "method": "the ωB97M-V functional and the def2-TZVPD basis",
  "species": ["Tl", "O", "O", "O", "O", "O", "O", "O", "O", "O", "O", "O", "O", "O", "O", "O", "O", "O", "O", "O", "O", "O", "O", "O", "C", "C", "C", "C", "C", "C", "C", "C", "C", "C", "C", "C", "C", "C", "C", "C", "C", "C", "C", "C", "C", "C", "C", "C", "C", "H", "H", "H", "H", "H", "H", "H", "H", "H", "H", "H", "H", "H", "H", "H", "H", "H", "H", "H", "H", "H", "H", "H", "H", "H", "H", "H", "H", "H", "H", "H", "H", "H", "H", "H", "H", "H", "H", "H", "H", "H", "H", "H", "H", "H", "H", "H", "H", "H", "H", "H", "H", "H", "H", "H", "H", "H", "H", "H", "H", "H", "H", "H", "H"],
  "xyz": [[-4.946, -3.650, 5.593], [-1.091, -3.055, 0.342], [-4.097, -7.531, -2.566], [2.173, 0.641, -1.879], [11.475, 2.042, -3.369], [-0.571, -10.648, -5.195], [-3.967, -1.991, 10.829], [-3.628, 6.518, -3.072], [-8.851, -3.766, 1.474], [2.742, 7.443, -10.048], [-7.620, -1.127, 1.240], [9.437, 0.659, -1.996], [2.455, 5.343, -8.074], [-0.767, -0.565, 1.538], [-2.132, -12.503, -6.812], [4.966, 7.013, -0.868], [-0.052, 4.957, 5.777], [-1.580, -1.133, 9.400], [1.912, 3.545, 7.456], [3.134, -3.571, -10.757], [6.717, -0.943, 3.611], [-4.833, 4.107, -1.890], [-5.543, 2.320, 7.019], [2.559, -2.233, -2.298], [-0.265, -2.284, -0.113], [3.693, 5.809, -8.509], [1.551, -0.254, -1.215], [0.689, -2.636, -1.188], [-1.776, -0.851, 10.785], [10.736, 2.662, -2.309], [-0.078, -0.825, 0.535], [-8.950, -1.366, 0.974], [-9.306, -2.822, 0.475], [-3.063, 5.795, -2.023], [-0.608, -12.040, -4.944], [1.665, 4.928, 7.439], [0.214, 5.194, 7.162], [-2.720, -1.838, 11.467], [1.585, -1.751, -1.625], [5.792, 0.173, 3.464], [-4.923, -8.482, -1.969], [1.929, -3.738, -10.055], [0.805, 0.143, -0.139], [-4.114, 5.111, -1.206], [-1.920, -12.720, -5.397], [10.244, 1.610, -1.335], [3.732, 7.254, -9.079], [5.133, 7.163, 0.571], [-6.362, 3.092, 7.797], [4.694, 6.114, -1.064], [-4.377, -9.142, -1.295], [0.823, 1.168, 0.200], [-5.807, 3.433, 8.670], [-5.825, -8.058, -1.528], [-3.674, 4.648, -0.322], [-1.840, -13.788, -5.192], [-2.795, -12.517, -4.780], [-0.921, -0.482, 9.149], [5.745, 6.359, 0.978], [0.327, 4.111, 5.529], [5.627, 0.403, 2.411], [-4.657, -1.737, 11.445], [3.017, -4.004, -11.606], [-9.445, -4.516, 1.394], [6.495, -1.614, 2.961], [-5.153, -9.178, -2.776], [0.281, -12.393, -5.468], [1.879, -3.279, -9.068], [-1.199, -10.132, -4.685], [11.107, 1.109, -0.896], [-0.506, 4.599, 7.723], [-3.760, -6.979, -1.856], [-10.346, -2.976, 0.188], [1.144, -3.190, -10.576], [2.697, 3.393, 7.986], [4.125, 7.138, 0.986], [-5.098, 4.461, -2.743], [-2.970, -12.048, -6.917], [-2.229, -2.809, 11.529], [-6.725, 3.960, 7.245], [2.329, 5.516, 6.806], [-0.018, 6.253, 7.275], [4.839, -0.175, 3.863], [8.498, 0.808, -1.862], [5.671, 8.080, 0.810], [0.745, -3.676, -1.474], [4.459, 5.654, -7.750], [4.716, 7.457, -9.502], [-0.416, -12.286, -3.900], [9.935, 3.205, -2.811], [-7.179, 2.474, 8.169], [6.075, 1.125, 3.914], [-7.271, -0.355, 0.787], [-4.825, 5.834, -0.805], [-2.209, 0.148, 10.824], [11.407, 2.621, -4.132], [3.585, 7.955, -8.258], [-2.503, 6.431, -1.338], [-4.118, 7.268, -2.724], [1.833, 5.246, 8.468], [-8.730, -2.998, -0.433], [-4.936, 2.850, 6.499], [-0.839, -0.721, 11.326], [3.870, 5.135, -9.348], [-3.083, -1.422, 12.407], [1.659, -4.788, -9.945], [-9.195, -0.575, 0.265], [-9.531, -1.141, 1.868], [11.253, 3.479, -1.807], [1.949, 7.285, -9.530], [9.599, 2.073, -0.589], [2.651, 4.944, -7.224], [-2.429, 5.040, -2.488]],
  "lowdin_charge": [0.985, 0.127, -0.113, 0.114, -0.061, -0.067, -0.075, -0.049, -0.087, -0.049, -0.064, -0.064, -0.060, 0.096, -0.063, -0.140, -0.081, -0.069, -0.062, -0.112, -0.131, -0.060, -0.119, 0.134, -0.272, -0.264, -0.299, 0.179, -0.246, -0.253, -0.257, -0.265, -0.196, -0.274, -0.245, -0.269, -0.235, -0.241, -0.304, -0.143, -0.191, -0.187, 0.178, -0.275, -0.226, -0.245, -0.257, -0.138, -0.201, 0.062, 0.074, 0.150, 0.075, 0.078, 0.118, 0.105, 0.109, 0.081, 0.068, 0.073, 0.065, 0.082, 0.076, 0.074, 0.066, 0.079, 0.121, 0.075, 0.080, 0.123, 0.118, 0.072, 0.116, 0.072, 0.088, 0.071, 0.082, 0.077, 0.119, 0.083, 0.126, 0.123, 0.067, 0.082, 0.077, 0.156, 0.118, 0.120, 0.108, 0.112, 0.082, 0.076, 0.092, 0.115, 0.113, 0.081, 0.111, 0.120, 0.094, 0.118, 0.107, 0.082, 0.119, 0.116, 0.123, 0.076, 0.118, 0.110, 0.110, 0.080, 0.116, 0.085, 0.128],
  "orbital_gap_ev": 3.82,
  "energy_ev": -78726.919,
  "charge": 1,
  "lumo_energy_ev": -6.78,
  "relative_energy_ev": 6.2221
}